Here is C24H33F9N4OReS as an isolated structure at a distorted geometry from the Open Molecules 2025 dataset. Energies are from ωB97M-V/def2-TZVPD.

Values from the calculation:
E = -2603.1846 Ha
E_HOMO (alpha / beta) = -14.15 / -14.55 eV
2S+1 = 2
⟨S²⟩ = 0.910
LUMO energy (alpha / beta) = -7.9 / -7.1 eV
max |F| = 0.02992 Eh/bohr
energy above the lowest of the compared OMol25 structures with the same formula, charge and spin = 30.07 kJ/mol
total charge = +2
frontier orbital gap (alpha / beta) = 0.228 / 0.275 hartree

Each line ends with the Mulliken spin population.
CARTESIAN COORDINATES (ANGSTROEM)
Re (-0.139, 0.135, -0.726)  1.236
C (-0.495, 2.048, -3.171)  0.022
N (-1.215, 1.551, -1.977)  -0.036
C (-2.571, 1.137, -2.432)  0.005
C (-1.317, 2.657, -0.986)  0.042
C (-1.933, 2.165, 0.312)  0.004
N (-1.359, 0.850, 0.654)  -0.377
C (-1.729, 0.268, 1.869)  0.015
C (-1.184, -0.972, 2.243)  -0.045
F (-0.268, -1.574, 1.445)  0.003
C (-1.532, -1.619, 3.408)  0.026
F (-0.951, -2.783, 3.682)  0.002
C (-2.460, -1.073, 4.275)  -0.066
C (-3.015, 0.142, 3.935)  0.028
F (-3.910, 0.711, 4.727)  0.003
C (-2.663, 0.806, 2.770)  -0.052
F (-3.259, 1.977, 2.531)  -0.006
H (-1.109, 2.786, -3.691)  0.001
H (-0.294, 1.222, -3.850)  -0.004
H (0.425, 2.536, -2.863)  0.000
H (-3.043, 1.982, -2.938)  0.005
H (-3.182, 0.829, -1.593)  -0.002
H (-2.475, 0.308, -3.128)  -0.001
H (-1.909, 3.482, -1.392)  0.003
H (-0.300, 3.026, -0.815)  0.001
H (-3.018, 2.087, 0.238)  -0.011
H (-1.724, 2.892, 1.099)  -0.014
H (-2.747, -1.580, 5.185)  -0.003
C (3.383, -0.164, 3.936)  0.000
C (2.930, -0.495, 2.518)  0.002
S (1.739, 0.707, 1.929)  0.010
O (1.577, 0.295, 0.429)  0.117
C (2.708, 2.222, 1.853)  0.001
C (3.905, 2.158, 0.923)  0.002
H (3.819, -1.054, 4.385)  0.000
H (2.550, 0.143, 4.570)  0.000
H (4.139, 0.618, 3.947)  0.000
H (2.386, -1.440, 2.474)  0.000
H (3.745, -0.531, 1.796)  0.000
H (2.982, 2.424, 2.890)  0.000
H (1.988, 2.987, 1.557)  0.000
H (4.668, 1.474, 1.293)  0.000
H (4.356, 3.148, 0.865)  0.000
H (3.606, 1.849, -0.079)  0.001
C (4.507, 1.679, -3.211)  0.000
C (3.778, 0.379, -2.893)  0.003
C (4.562, -0.426, -1.862)  0.001
C (3.571, -0.437, -4.171)  0.000
N (2.478, 0.809, -2.290)  -0.005
N (1.548, -0.282, -2.123)  -0.009
H (5.502, 1.465, -3.599)  0.000
H (4.615, 2.296, -2.319)  0.000
H (3.976, 2.255, -3.972)  0.000
H (5.519, -0.727, -2.287)  0.000
H (4.054, -1.348, -1.568)  0.000
H (4.755, 0.170, -0.970)  0.000
H (4.524, -0.585, -4.676)  0.000
H (2.911, 0.084, -4.870)  0.000
H (3.166, -1.433, -3.973)  0.000
H (2.049, 1.451, -2.946)  0.004
H (2.079, -1.015, -1.652)  0.010
H (1.294, -0.692, -3.024)  0.000
F (0.576, -2.610, -2.337)  0.002
C (-0.716, -2.637, -1.943)  0.077
C (-1.292, -1.528, -1.313)  -0.014
C (-2.624, -1.739, -0.931)  0.013
F (-3.333, -0.776, -0.310)  0.000
C (-3.321, -2.911, -1.162)  -0.028
F (-4.580, -3.024, -0.775)  -0.002
C (-2.694, -3.971, -1.799)  0.067
F (-3.342, -5.093, -2.024)  0.007
C (-1.374, -3.828, -2.192)  -0.037
F (-0.746, -4.824, -2.794)  -0.002